Density functional theory data (ωB97M-V with the def2-TZVPD basis set) for the molecule C27H34N6O3.

## Properties
relative energy (zero: lowest compared OMol25 entry of this formula, charge and spin)	0.584	eV
SMILES	Cc1cc(C)c2[nH]c(=O)c([C@@H](c3nnnn3C(C)(C)C)N(Cc3ccco3)C[C@@H]3CCCO3)cc2c1
LUMO energy	0.29	eV
HOMO energy	-8.262	eV
Kohn-Sham gap	0.314	hartree
electronic energy	-43633.4982	eV

Atoms and positions in Å:
O  1.491  -3.864  0.388
O  -1.043  2.398  -1.788
O  3.718  -0.694  1.142
N  -3.034  1.809  -0.921
N  2.061  3.331  1.107
N  1.101  -0.719  -0.043
N  2.003  2.449  0.107
N  1.114  3.085  1.909
N  0.393  2.058  1.491
C  4.319  0.740  2.733
C  4.749  -0.031  1.700
C  1.844  -3.895  -1.929
C  0.722  -1.881  -0.815
C  -1.096  0.562  -0.279
C  2.245  3.533  -2.022
C  1.291  -0.926  1.390
C  -1.877  -0.233  0.480
C  0.760  -4.922  -1.612
C  -4.114  -0.860  1.340
C  3.195  1.220  -1.676
C  1.787  -2.990  -0.695
C  2.919  0.538  2.812
C  -6.014  0.436  0.694
C  -5.242  1.270  -0.086
C  0.940  1.652  0.364
C  4.215  3.170  -0.490
C  -3.290  -0.039  0.561
C  -3.859  1.027  -0.156
C  2.601  -0.342  1.820
C  0.414  0.498  -0.421
C  2.910  2.576  -1.026
C  0.887  -5.055  -0.092
C  -6.368  -1.498  2.246
C  -5.855  2.411  -0.844
C  -1.680  1.655  -1.052
C  -5.470  -0.634  1.414
H  1.670  -3.357  -2.856
H  -3.436  2.586  -1.431
H  -1.455  -1.038  1.062
H  -5.689  2.300  -1.916
H  -5.426  3.362  -0.525
H  1.297  -2.002  1.581
H  -6.926  2.447  -0.668
H  2.166  4.527  -1.588
H  4.020  4.102  0.033
H  -0.221  -4.532  -1.884
H  2.819  -4.383  -1.979
H  0.912  -5.872  -2.119
H  4.912  1.379  3.355
H  3.234  0.426  -0.936
H  1.242  3.188  -2.268
H  2.836  3.592  -2.932
H  1.535  -5.897  0.181
H  4.897  3.361  -1.314
H  0.620  0.680  -1.483
H  -7.079  0.613  0.756
H  2.242  0.998  3.502
H  -0.082  -5.192  0.400
H  4.155  1.266  -2.185
H  -0.254  -2.298  -0.520
H  5.720  -0.193  1.276
H  -6.850  -0.905  3.022
H  0.507  -0.454  1.991
H  -3.666  -1.674  1.890
H  2.749  -2.516  -0.478
H  0.650  -1.561  -1.858
H  -5.806  -2.298  2.721
H  -7.150  -1.939  1.630
H  4.683  2.478  0.207
H  2.441  0.968  -2.416